{
  "formula": "C27H63ClN9O9Rb",
  "method": "wB97M-V/def2-TZVPD",
  "lumo_ev": -0.42,
  "homo_energy_ev": -8.4359,
  "max_force_ha_per_bohr": 0.0979,
  "total_energy_ha": -2720.946072,
  "charge": 0,
  "de_lowest_kcal_mol": 0.00,
  "homo_lumo_gap_ha": 0.2945,
  "mol_weight_da": 778.78,
  "species": ["Rb", "Cl", "C", "C", "O", "N", "C", "H", "H", "H", "H", "H", "H", "H", "C", "C", "O", "N", "C", "H", "H", "H", "H", "H", "H", "H", "C", "C", "O", "N", "C", "H", "H", "H", "H", "H", "H", "H", "C", "C", "O", "N", "C", "H", "H", "H", "H", "H", "H", "H", "C", "C", "O", "N", "C", "H", "H", "H", "H", "H", "H", "H", "C", "C", "O", "N", "C", "H", "H", "H", "H", "H", "H", "H", "C", "C", "O", "N", "C", "H", "H", "H", "H", "H", "H", "H", "C", "C", "O", "N", "C", "H", "H", "H", "H", "H", "H", "H", "C", "C", "O", "N", "C", "H", "H", "H", "H", "H", "H", "H"],
  "coordinates": [[0.4115, -0.4058, 0.2362], [2.4521, -1.3152, -2.2423], [-2.2983, -0.1237, -3.3578], [-1.8278, -0.1498, -4.8355], [-2.6286, -0.2597, -5.7103], [-0.5165, -0.0625, -4.9925], [0.2917, -0.1501, -6.1708], [-2.6291, 0.8866, -3.1171], [-1.4964, -0.3959, -2.6715], [-3.0901, -0.8632, -3.4777], [0.0516, -0.1530, -4.1624], [0.7369, -1.1446, -6.1426], [1.0244, 0.6472, -6.2961], [-0.3424, -0.0236, -7.0483], [4.4770, 2.5206, -0.7420], [4.0784, 2.8211, -2.1814], [4.0421, 4.0192, -2.4398], [3.6029, 1.8986, -2.9408], [3.4511, 2.1055, -4.3749], [3.8317, 1.7194, -0.3818], [4.1557, 3.4246, -0.2246], [5.5582, 2.3996, -0.6754], [3.3676, 0.9843, -2.5820], [4.2977, 1.8822, -5.0242], [3.2852, 3.1722, -4.5261], [2.6367, 1.4911, -4.7587], [-1.9724, 3.3890, 1.3046], [-2.5372, 2.1068, 0.6469], [-1.7291, 1.4171, -0.0015], [-3.8137, 1.9375, 0.8297], [-4.4728, 0.8044, 0.2190], [-2.6100, 3.8818, 2.0386], [-1.5343, 4.0867, 0.5908], [-1.1268, 3.1989, 1.9656], [-4.3608, 2.5399, 1.4280], [-4.0422, -0.0165, 0.7924], [-4.2580, 0.5866, -0.8272], [-5.5513, 0.9146, 0.3316], [1.6730, 4.5114, 0.9535], [1.7088, 3.1907, 1.7265], [1.6634, 2.0931, 1.1720], [2.0770, 3.3019, 3.0152], [2.4464, 2.1763, 3.8572], [0.7402, 4.8167, 0.4793], [2.3818, 4.4483, 0.1279], [1.9687, 5.3263, 1.6142], [2.0285, 4.1863, 3.5004], [3.1693, 1.4502, 3.4853], [1.5296, 1.6750, 4.1675], [2.9725, 2.4383, 4.7752], [-4.3476, -3.1552, 0.5456], [-5.1208, -3.3577, 1.8487], [-4.5297, -3.7642, 2.7779], [-6.4032, -2.9729, 1.9176], [-7.0566, -2.9843, 3.2418], [-3.3459, -3.5791, 0.6167], [-4.2162, -2.1427, 0.1641], [-4.8011, -3.7445, -0.2514], [-6.7614, -2.4477, 1.1327], [-6.8685, -1.9351, 3.4697], [-6.5756, -3.5863, 4.0128], [-8.1013, -3.1957, 3.0138], [-1.0301, -4.2975, 3.2780], [-1.2839, -2.7341, 3.3464], [-0.5171, -1.9941, 2.7206], [-2.3247, -2.3894, 4.0165], [-2.8405, -1.0841, 3.9132], [-1.7624, -4.9541, 3.7477], [-0.0395, -4.4775, 3.6955], [-0.9146, -4.5462, 2.2230], [-2.9412, -3.0460, 4.4734], [-2.1755, -0.5762, 4.6117], [-3.8599, -1.0403, 4.2965], [-2.7736, -0.7234, 2.8869], [4.2458, -1.7665, 5.5273], [4.5385, -1.1038, 4.1778], [5.2594, -0.0898, 4.1117], [3.9125, -1.6540, 3.1168], [4.1810, -1.0745, 1.8450], [4.2483, -2.8410, 5.3442], [3.1636, -1.6559, 5.5959], [4.8681, -1.4302, 6.3567], [3.7771, -2.6480, 3.2342], [3.9907, -0.0080, 1.7250], [3.6244, -1.6058, 1.0729], [5.1850, -1.1458, 1.4266], [0.1341, -4.0881, -2.4798], [0.2965, -4.1974, -0.9620], [-0.7205, -4.0340, -0.2937], [1.5935, -4.3011, -0.5066], [1.8477, -4.3615, 0.8609], [-0.6668, -3.3948, -2.7367], [-0.2172, -5.0181, -2.9268], [1.0429, -3.7853, -2.9999], [2.2965, -4.0045, -1.1683], [1.0725, -5.0691, 1.1547], [1.7862, -3.4956, 1.5201], [2.7724, -4.8984, 1.0726], [0.6391, 5.4000, -5.1932], [0.4630, 4.0047, -4.5728], [0.5355, 3.0696, -5.3593], [0.3699, 3.8446, -3.2646], [0.1204, 2.5168, -2.6613], [0.9835, 6.2092, -4.5493], [-0.2508, 5.7797, -5.6952], [1.4485, 5.2172, -5.9000], [0.3929, 4.5179, -2.5121], [0.7416, 1.6651, -2.9386], [-0.8754, 2.1006, -2.8137], [0.5166, 2.6877, -1.6603]]
}

{
  "formula": "C27H63N7O16",
  "method": "wB97M-V/def2-TZVPD",
  "smiles": "CCCCCCCCCCCCCCCC[C@H](COC)OC.C[N+](=O)[O-].C[N+](=O)[O-].C[N+](=O)[O-].C[N+](=O)[O-].C[N+](=O)[O-].C[N+](=O)[O-].C[N+](=O)[O-]",
  "lumo_ev": -0.23,
  "homo_energy_ev": -9.7410,
  "max_force_ha_per_bohr": 0.0144,
  "total_energy_ha": -2652.963598,
  "charge": 0,
  "homo_lumo_gap_ha": 0.3496,
  "mol_weight_da": 741.83,
  "species": ["C", "C", "C", "C", "C", "C", "C", "C", "C", "C", "C", "C", "C", "C", "C", "C", "C", "C", "O", "C", "O", "C", "H", "H", "H", "H", "H", "H", "H", "H", "H", "H", "H", "H", "H", "H", "H", "H", "H", "H", "H", "H", "H", "H", "H", "H", "H", "H", "H", "H", "H", "H", "H", "H", "H", "H", "H", "H", "H", "H", "H", "H", "H", "H", "C", "N", "O", "O", "H", "H", "H", "C", "N", "O", "O", "H", "H", "H", "C", "N", "O", "O", "H", "H", "H", "C", "N", "O", "O", "H", "H", "H", "C", "N", "O", "O", "H", "H", "H", "C", "N", "O", "O", "H", "H", "H", "C", "N", "O", "O", "H", "H", "H"],
  "coordinates": [[-1.4629, 0.6006, 9.5395], [-1.5342, -0.9344, 9.6546], [-2.9610, -1.4967, 9.4772], [-3.0985, -2.6272, 8.4485], [-2.3925, -2.3331, 7.1251], [-2.8860, -3.1832, 5.9543], [-2.4557, -2.5699, 4.6057], [-1.1826, -3.1902, 3.9982], [-0.0115, -2.2027, 3.9273], [1.0487, -2.6226, 2.9173], [0.5676, -2.4198, 1.4681], [0.9782, -1.0711, 0.8741], [1.1788, -1.1081, -0.6370], [1.5142, 0.2774, -1.2087], [2.1277, 0.1857, -2.6167], [1.5582, 1.2243, -3.5757], [1.9816, 1.0053, -5.0309], [3.1107, 1.9433, -5.4086], [2.7017, 3.2919, -5.3368], [3.3344, 4.1730, -6.2398], [0.8102, 1.1128, -5.8361], [1.0026, 1.4440, -7.1987], [-1.4666, 1.0698, 10.5207], [-2.2829, 1.0018, 8.9478], [-0.5366, 0.9070, 9.0556], [-1.1843, -1.1923, 10.6529], [-0.8330, -1.3709, 8.9517], [-3.2887, -1.8835, 10.4414], [-3.6128, -0.6864, 9.1542], [-2.8141, -3.5968, 8.8592], [-4.1640, -2.7176, 8.2138], [-2.5403, -1.2782, 6.9010], [-1.3236, -2.5109, 7.2503], [-2.4317, -4.1699, 6.0486], [-3.9674, -3.3063, 5.9997], [-2.2598, -1.5129, 4.7853], [-3.2751, -2.6077, 3.8904], [-1.4220, -3.5647, 3.0060], [-0.8389, -4.0407, 4.5874], [0.4149, -2.1598, 4.9317], [-0.3629, -1.2009, 3.6763], [1.3269, -3.6635, 3.0852], [1.9559, -2.0318, 3.0502], [0.9197, -3.2438, 0.8468], [-0.5219, -2.4628, 1.4471], [1.9072, -0.7245, 1.3306], [0.2277, -0.3093, 1.0965], [0.2942, -1.5073, -1.1353], [2.0242, -1.7640, -0.8565], [2.1944, 0.7702, -0.5171], [0.5904, 0.8530, -1.2698], [3.2134, 0.2654, -2.5604], [1.9045, -0.8045, -3.0212], [1.8307, 2.2355, -3.2766], [0.4712, 1.1683, -3.5365], [2.3916, -0.0090, -5.1298], [3.9056, 1.7539, -4.6757], [3.5307, 1.6887, -6.3839], [4.0103, 4.8497, -5.7161], [3.8963, 3.6584, -7.0191], [2.5766, 4.7830, -6.7323], [1.1638, 2.5149, -7.3132], [0.0761, 1.1966, -7.7118], [1.7989, 0.8703, -7.6747], [-0.4472, -1.8866, -6.8095], [-0.3575, -3.2610, -7.3729], [-0.8845, -4.1678, -6.7687], [0.2465, -3.3730, -8.4216], [-1.0039, -1.9271, -5.8816], [0.5658, -1.5330, -6.6449], [-0.9488, -1.2669, -7.5462], [0.6736, -2.5773, -11.4558], [0.8327, -1.1383, -11.8021], [1.1893, -0.8563, -12.9254], [0.5926, -0.3358, -10.9221], [0.9184, -3.1711, -12.3280], [1.3425, -2.7875, -10.6285], [-0.3569, -2.7247, -11.1504], [-3.0763, -4.2347, -1.0565], [-2.8062, -4.0995, 0.4014], [-1.9455, -4.8015, 0.8848], [-3.4698, -3.2830, 1.0066], [-2.4127, -4.9908, -1.4579], [-4.1182, -4.5185, -1.1672], [-2.8955, -3.2645, -1.5090], [-3.7236, 2.3692, 4.3833], [-3.1876, 1.2125, 5.1508], [-3.9458, 0.6257, 5.8933], [-2.0191, 0.9333, 4.9783], [-4.7680, 2.4944, 4.6416], [-3.1373, 3.2394, 4.6612], [-3.5958, 2.1435, 3.3291], [-6.6342, 0.2337, 9.6643], [-6.5255, 1.7130, 9.5310], [-6.0999, 2.1588, 8.4868], [-6.8742, 2.3736, 10.4866], [-6.2894, -0.2209, 8.7430], [-6.0147, -0.0618, 10.5055], [-7.6774, 0.0010, 9.8541], [6.1365, 3.3678, -3.8845], [6.3703, 2.0903, -3.1567], [5.4055, 1.5259, -2.6804], [7.5135, 1.6943, -3.0952], [5.0750, 3.5859, -3.8500], [6.7143, 4.1435, -3.3925], [6.4790, 3.2306, -4.9055], [5.1258, 8.6017, -5.1782], [5.5657, 7.3509, -5.8553], [5.9390, 6.4277, -5.1583], [5.5169, 7.3348, -7.0643], [5.2236, 8.4643, -4.1085], [5.7627, 9.4039, -5.5376], [4.0937, 8.7770, -5.4654]]
}